{
  "formula": "C10H23ClN3",
  "method": "wB97M-V/def2-TZVPD",
  "molar_mass_g_mol": 220.77,
  "total_energy_ev": -27728.33555,
  "fmax_ev_per_a": 1.28,
  "e_above_lowest_kj_mol": 102.8,
  "lumo_ha": -0.117,
  "charge": 1,
  "homo_energy_ha": -0.4346,
  "species": ["C", "N", "C", "C", "Cl", "H", "H", "H", "H", "H", "H", "H", "C", "N", "C", "C", "C", "C", "C", "C", "N", "H", "H", "H", "H", "H", "H", "H", "H", "H", "H", "H", "H", "H", "H", "H", "H"],
  "coordinates": [[-1.83, 0.85, 1.51], [-0.80, -0.17, 1.35], [-1.08, -1.47, 2.00], [0.44, 0.25, 1.10], [1.76, -0.78, 1.63], [-2.80, 0.35, 1.55], [-1.69, 1.43, 2.44], [-1.79, 1.54, 0.66], [-2.16, -1.63, 1.95], [-0.57, -2.28, 1.45], [-0.78, -1.50, 3.06], [0.60, 1.34, 1.19], [2.38, -1.89, -3.47], [1.25, -1.14, -2.95], [-0.01, -1.73, -3.39], [1.37, 0.31, -3.22], [0.72, 1.13, -2.10], [1.21, 2.57, -2.14], [2.23, 2.68, -1.00], [2.54, 1.25, -0.59], [1.23, 0.56, -0.80], [3.30, -1.50, -3.02], [2.26, -2.95, -3.22], [2.46, -1.79, -4.57], [-0.86, -1.21, -2.94], [-0.12, -1.69, -4.49], [-0.04, -2.78, -3.09], [2.44, 0.57, -3.28], [0.90, 0.53, -4.20], [-0.38, 1.04, -2.19], [1.68, 2.79, -3.11], [0.41, 3.31, -2.01], [3.11, 3.25, -1.30], [1.83, 3.18, -0.11], [3.31, 0.82, -1.26], [2.88, 1.17, 0.44], [1.37, -0.44, -0.94]]
}